Entry 1:
Here is a molecular structure, C23H25AlNO4S2 at a distorted geometry from OMol25. Energies are from wB97M-V/def2-TZVPD.

Summary:
**Spin multiplicity**: 1
**Highest occupied orbital energy**: -11.52 eV
**Charge**: +1
**M**: 470.57 g mol⁻¹
**E_tot**: -2285.96661 hartree
**E_LUMO**: -2.89 eV
**Orbital gap**: 8.63 eV
**Energy relative to the best compared isomer or geometry (same formula, charge and spin)**: 1.17 kJ/mol

```
56
C23H25AlNO4S2 wB97M-V/def2-TZVPD
Al 0.068 0.175 0.451
C 3.819 1.606 0.425
C 2.481 1.455 -0.275
C 2.574 1.715 -1.770
O 1.905 0.128 -0.066
C 1.408 2.392 0.329
O 1.681 3.420 0.875
O 0.217 1.884 0.192
H 4.627 1.190 -0.175
H 3.802 1.113 1.392
H 4.005 2.667 0.583
H 3.293 1.041 -2.231
H 2.900 2.734 -1.950
H 1.600 1.574 -2.236
H 2.523 -0.534 -0.400
S -2.172 -0.098 0.040
C -1.537 -1.686 0.005
C -2.319 -2.846 -0.052
C -1.694 -4.068 -0.066
C -0.295 -4.119 -0.017
C 0.416 -2.945 0.042
N -0.184 -1.745 0.055
H -3.391 -2.743 -0.077
H -2.273 -4.977 -0.109
H 0.218 -5.065 -0.016
H 1.496 -2.938 0.093
O 0.152 0.103 2.246
S -0.732 0.858 3.280
C 0.327 1.022 4.786
C 1.599 0.241 4.768
C 2.644 0.652 3.946
C 3.849 -0.029 3.963
C 4.026 -1.111 4.811
C 2.993 -1.514 5.638
C 1.781 -0.848 5.612
C -1.905 -0.449 3.824
C -1.283 -1.642 4.468
C -1.441 -1.880 5.829
C -0.883 -3.006 6.412
C -0.151 -3.896 5.645
C 0.013 -3.662 4.290
C -0.553 -2.546 3.704
H -0.296 0.753 5.635
H 0.546 2.090 4.824
H 2.510 1.518 3.313
H 4.674 0.290 3.343
H 4.969 -1.635 4.834
H 3.133 -2.342 6.314
H 0.986 -1.167 6.269
H -2.437 -0.717 2.909
H -2.595 0.064 4.494
H -2.017 -1.193 6.433
H -1.015 -3.183 7.468
H 0.285 -4.771 6.100
H 0.576 -4.356 3.686
H -0.434 -2.377 2.645
```

List of Mulliken charges in e, atom by atom:
1. Al -0.047
2. C -1.451
3. C 1.553
4. C -1.791
5. O -0.009
6. C 0.289
7. O -0.577
8. O -0.312
9. H 0.502
10. H -0.010
11. H 0.394
12. H 0.458
13. H 0.419
14. H 0.354
15. H 0.351
16. S -0.383
17. C 0.574
18. C -0.837
19. C -0.238
20. C -0.895
21. C 0.036
22. N 0.160
23. H 0.480
24. H 0.438
25. H 0.471
26. H 0.478
27. O -0.135
28. S 0.241
29. C -1.239
30. C 0.328
31. C -0.058
32. C -1.028
33. C -0.681
34. C -0.722
35. C -0.289
36. C -1.025
37. C 0.022
38. C -0.449
39. C -0.685
40. C -0.455
41. C -0.864
42. C 0.730
43. H 0.552
44. H 0.625
45. H 0.709
46. H 0.501
47. H 0.439
48. H 0.439
49. H 0.618
50. H 0.373
51. H 0.659
52. H 0.416
53. H 0.416
54. H 0.446
55. H 0.472
56. H 0.236



Entry 2:
Here is 2 unconnected molecules or ions with the total composition C7H13O from OMol25. Energies are from wB97M-V/def2-TZVPD.

Summary:
**Spin multiplicity**: 1
**Highest occupied orbital energy**: -2.59 eV
**Charge**: -1
**M**: 113.18 g mol⁻¹
**E_tot**: -349.69274 hartree
**E_LUMO**: 3.86 eV
**Orbital gap**: 6.45 eV
**Energy relative to the best compared isomer or geometry (same formula, charge and spin)**: 76.32 kJ/mol

```
21
C7H13O wB97M-V/def2-TZVPD
C -2.386 0.066 -0.161
C -1.684 -0.799 -0.894
C -2.317 -1.987 -1.454
C -1.713 -2.824 -2.306
H -3.418 -0.101 0.139
H -1.904 0.968 0.193
H -0.596 -0.676 -1.013
H -3.376 -2.110 -1.227
H -2.258 -3.685 -2.674
H -0.685 -2.675 -2.608
C 1.919 1.091 -0.189
O 0.614 0.732 -0.352
C 2.361 0.923 1.290
C 1.438 1.705 2.228
H 2.123 2.150 -0.490
H 2.617 0.502 -0.826
H 3.408 1.190 1.495
H 2.235 -0.145 1.495
H 1.476 1.277 3.235
H 0.428 1.635 1.831
H 1.717 2.763 2.287
```

List of Mulliken charges in e, atom by atom:
1. C -0.885
2. C 0.268
3. C -0.183
4. C -0.802
5. H 0.252
6. H 0.262
7. H 0.279
8. H 0.231
9. H 0.261
10. H 0.305
11. C -0.670
12. O -0.753
13. C -0.429
14. C -0.875
15. H 0.212
16. H 0.252
17. H 0.311
18. H 0.276
19. H 0.294
20. H 0.128
21. H 0.267



Entry 3:
Here is C5H7N3O3 in the gas phase at a distorted geometry from OMol25. Energies are from wB97M-V/def2-TZVPD.

Summary:
**SMILES**: CCc1noc(N)c1[N+](=O)[O-]
**Spin multiplicity**: 1
**Highest occupied orbital energy**: -9.55 eV
**M**: 157.13 g mol⁻¹
**E_tot**: -584.49742 hartree
**E_LUMO**: -0.07 eV
**Orbital gap**: 9.48 eV
**Energy relative to the best compared isomer or geometry (same formula, charge and spin)**: 623.19 kJ/mol

```
18
C5H7N3O3 wB97M-V/def2-TZVPD
C -1.075 -1.825 0.198
C 0.341 -1.249 -0.069
C 0.224 0.220 -0.369
N -0.492 0.846 -1.238
O -0.251 2.156 -1.213
C 0.592 2.538 -0.272
N 0.774 3.876 -0.169
C 1.209 1.533 0.415
N 2.132 1.545 1.448
O 2.495 0.479 1.884
O 2.537 2.667 1.799
H -1.506 -2.326 -0.590
H -1.772 -1.228 0.606
H -1.029 -2.744 0.813
H 0.815 -1.681 -0.867
H 0.947 -1.559 0.834
H 1.289 4.413 0.501
H 0.700 4.458 -0.939
```

List of Mulliken charges in e, atom by atom:
1. C -1.385
2. C -0.090
3. C 0.276
4. N -0.562
5. O -0.165
6. C 0.424
7. N -0.408
8. C 0.058
9. N 0.929
10. O -0.609
11. O -0.657
12. H 0.381
13. H 0.438
14. H 0.375
15. H 0.372
16. H 0.180
17. H 0.219
18. H 0.221



Entry 4:
Here is C23H30ClN5O3S in the gas phase from OMol25. Energies are from wB97M-V/def2-TZVPD.

Summary:
**SMILES**: CSCC[C@H](NC(=O)COc1ccc(Cl)cc1)C(=O)N1CCC2(CC1)NCCc1[nH]cnc12
**Spin multiplicity**: 1
**Highest occupied orbital energy**: -8.30 eV
**M**: 492.04 g mol⁻¹
**E_tot**: -2252.38149 hartree
**E_LUMO**: 0.52 eV
**Orbital gap**: 8.81 eV
**Energy relative to the best compared isomer or geometry (same formula, charge and spin)**: 4.62 kJ/mol

```
63
C23H30ClN5O3S wB97M-V/def2-TZVPD
C 5.036 0.483 4.246
S 3.435 1.286 4.532
C 2.419 -0.210 4.843
C 0.960 -0.005 4.460
C 0.703 -0.197 2.960
N 1.424 0.781 2.170
C 2.637 0.533 1.649
O 3.179 -0.555 1.657
C 3.267 1.760 0.980
O 2.345 2.489 0.200
C 1.856 1.910 -0.933
C 2.203 0.646 -1.398
C 1.627 0.152 -2.557
C 0.713 0.919 -3.254
Cl -0.011 0.287 -4.690
C 0.371 2.187 -2.812
C 0.939 2.675 -1.655
C -0.811 -0.099 2.687
O -1.582 0.167 3.593
N -1.225 -0.302 1.426
C -0.432 -0.640 0.269
C -0.913 -1.952 -0.348
C -2.402 -1.901 -0.715
C -3.182 -1.479 0.545
C -2.635 -0.173 1.109
N -2.811 -3.261 -1.094
C -4.027 -3.356 -1.874
C -3.927 -2.660 -3.248
C -3.349 -1.319 -2.980
N -3.422 -0.195 -3.756
C -2.791 0.788 -3.069
N -2.331 0.370 -1.924
C -2.668 -0.953 -1.850
H 4.954 -0.165 3.378
H 5.320 -0.082 5.130
H 5.758 1.271 4.062
H 2.864 -1.016 4.260
H 2.507 -0.434 5.906
H 0.630 0.991 4.759
H 0.341 -0.726 4.996
H 1.075 -1.184 2.659
H 1.099 1.735 2.203
H 4.138 1.445 0.394
H 3.597 2.449 1.764
H 2.909 0.026 -0.870
H 1.896 -0.830 -2.913
H -0.332 2.786 -3.367
H 0.685 3.657 -1.288
H 0.619 -0.737 0.524
H -0.551 0.158 -0.472
H -0.318 -2.153 -1.242
H -0.769 -2.772 0.358
H -4.238 -1.350 0.307
H -3.090 -2.278 1.282
H -3.159 0.101 2.025
H -2.747 0.620 0.362
H -2.054 -3.702 -1.609
H -4.832 -2.896 -1.298
H -4.259 -4.415 -2.002
H -3.275 -3.236 -3.914
H -4.910 -2.586 -3.718
H -3.846 -0.125 -4.667
H -2.701 1.790 -3.435
```

List of Mulliken charges in e, atom by atom:
1. C -0.795
2. S -0.129
3. C -0.643
4. C -1.136
5. C 0.173
6. N 0.328
7. C 0.517
8. O -0.663
9. C -1.097
10. O -0.527
11. C 0.609
12. C -0.459
13. C -0.650
14. C 0.331
15. Cl -0.214
16. C -0.595
17. C -0.538
18. C 0.557
19. O -0.729
20. N 0.074
21. C 0.770
22. C -1.790
23. C 1.480
24. C -1.264
25. C -1.184
26. N -0.379
27. C -0.904
28. C -0.670
29. C -0.159
30. N 0.001
31. C -0.963
32. N -0.219
33. C 0.376
34. H 0.213
35. H 0.321
36. H 0.339
37. H 0.362
38. H 0.474
39. H 0.289
40. H 0.408
41. H 0.487
42. H 0.300
43. H 0.416
44. H 0.373
45. H 0.466
46. H 0.454
47. H 0.457
48. H 0.458
49. H 0.228
50. H -0.456
51. H 0.402
52. H 0.363
53. H 0.389
54. H 0.349
55. H 0.564
56. H 0.406
57. H 0.356
58. H 0.276
59. H 0.433
60. H 0.273
61. H 0.429
62. H 0.190
63. H 0.477



Entry 5:
Here is C5H9N3O2 in the gas phase at a distorted geometry from OMol25. Energies are from wB97M-V/def2-TZVPD.

Summary:
**SMILES**: C[C@@H]1N=N[C@H](C(=O)O)N1C
**Spin multiplicity**: 1
**Highest occupied orbital energy**: -9.53 eV
**M**: 143.15 g mol⁻¹
**E_tot**: -510.58916 hartree
**E_LUMO**: 0.60 eV
**Orbital gap**: 10.13 eV
**Energy relative to the best compared isomer or geometry (same formula, charge and spin)**: 264.63 kJ/mol

```
19
C5H9N3O2 wB97M-V/def2-TZVPD
C -0.894 0.977 -1.559
C -0.973 0.866 -0.079
N 0.009 1.943 0.476
N 1.053 1.468 0.835
C 1.117 0.013 0.823
C 2.107 -0.327 -0.336
O 3.237 0.059 -0.320
O 1.635 -1.067 -1.355
N -0.350 -0.450 0.352
C -1.138 -1.202 1.345
H 0.117 0.608 -1.906
H -0.811 1.880 -2.118
H -1.544 0.292 -1.999
H -1.960 1.101 0.362
H 1.490 -0.439 1.744
H 0.755 -1.385 -1.317
H -1.486 -0.525 2.158
H -1.864 -1.855 0.886
H -0.500 -1.957 2.007
```

List of Mulliken charges in e, atom by atom:
1. C -1.231
2. C 0.139
3. N -0.319
4. N -0.216
5. C 0.297
6. C 0.311
7. O -0.525
8. O -0.522
9. N -0.171
10. C -1.046
11. H 0.224
12. H 0.420
13. H 0.375
14. H 0.418
15. H 0.452
16. H 0.411
17. H 0.377
18. H 0.321
19. H 0.287



Entry 6:
Here is a molecular structure, C35H51ClFMg2N5O11S at a distorted geometry from OMol25. Energies are from wB97M-V/def2-TZVPD.

Summary:
**Spin multiplicity**: 1
**Highest occupied orbital energy**: -7.14 eV
**M**: 852.95 g mol⁻¹
**E_tot**: -3822.78777 hartree
**E_LUMO**: -5.70 eV
**Orbital gap**: 1.44 eV

```
107
C35H51ClFMg2N5O11S wB97M-V/def2-TZVPD
O -3.864 -3.054 2.830
C -2.570 -2.670 2.641
C -1.929 -1.616 3.721
C -1.180 -0.314 3.061
C -1.770 1.052 3.000
C -3.255 1.415 3.593
C -4.484 0.508 2.996
C -4.580 0.455 1.361
C -6.091 -0.075 0.878
S -6.217 0.074 -1.015
O -6.631 -1.257 -1.707
O -4.796 0.430 -1.545
O -7.238 1.387 -1.505
C -0.891 2.317 2.347
O -1.134 3.616 2.674
C 0.349 1.968 1.297
C 0.990 3.019 0.212
C 2.205 2.543 -0.824
C 2.790 0.979 -0.764
C 2.180 -0.095 0.359
C 0.985 0.438 1.348
C 0.359 -0.587 2.467
O 1.039 -1.641 2.943
C -1.811 -3.322 1.341
C -1.507 -2.447 -0.022
C -0.774 -3.185 -1.332
C -0.345 -4.800 -1.258
C -0.625 -5.662 0.111
C -1.375 -4.935 1.408
H -1.098 -2.219 4.331
H -2.729 -1.276 4.523
H -3.493 2.542 3.288
H -3.251 1.378 4.767
H -4.525 -0.592 3.455
H -5.491 1.026 3.372
H -4.531 1.585 0.982
H -3.777 -0.234 0.842
H -6.960 0.615 1.317
H -6.313 -1.180 1.210
H -6.661 2.051 -2.013
H 0.566 4.129 0.175
H 2.654 3.300 -1.598
H 3.631 0.644 -1.530
H 2.563 -1.208 0.445
H -1.830 -1.316 -0.031
H -0.564 -2.558 -2.322
H 0.167 -5.292 -2.217
H -0.294 -6.804 0.110
H -1.581 -5.613 2.360
Mg 0.362 -8.126 -0.222
C -2.061 6.603 2.710
C -1.992 7.742 1.780
N -1.937 8.643 1.046
H -1.458 5.758 2.360
H -1.694 6.871 3.707
H -3.087 6.240 2.830
C -4.904 -4.878 6.354
O -5.290 -5.087 7.492
N -3.602 -4.871 6.013
N -5.742 -4.634 5.329
H -3.277 -4.699 5.076
H -2.929 -5.049 6.746
H -6.732 -4.628 5.531
H -5.429 -4.461 4.389
C 6.562 1.399 -7.432
C 5.064 1.193 -7.596
C 4.232 1.975 -6.575
C 4.460 1.587 -5.111
C 4.213 0.113 -4.776
C 2.776 -0.323 -5.011
H 6.915 1.040 -6.461
H 7.104 0.847 -8.207
H 6.822 2.458 -7.526
H 4.831 0.124 -7.546
H 4.776 1.523 -8.602
H 3.171 1.856 -6.823
H 4.447 3.044 -6.687
H 3.807 2.207 -4.483
H 5.485 1.845 -4.820
H 4.457 -0.049 -3.719
H 4.891 -0.529 -5.349
H 2.083 0.277 -4.412
H 2.649 -1.372 -4.725
H 2.492 -0.230 -6.063
Cl 4.262 3.564 -0.596
C 3.699 -0.347 4.750
O 4.973 -0.236 5.093
H 3.365 0.210 3.859
H 3.326 -1.358 4.511
H 2.946 -0.022 5.488
Mg 6.362 5.100 -0.026
C -4.004 -7.473 -2.215
O -2.989 -7.370 -1.546
N -4.716 -6.410 -2.632
N -4.509 -8.659 -2.602
H -5.553 -6.489 -3.184
H -4.380 -5.494 -2.369
H -4.011 -9.491 -2.315
H -5.344 -8.750 -3.154
C 8.861 9.817 1.204
C 7.911 8.633 1.242
O 6.853 8.812 1.908
O 8.303 7.618 0.601
H 8.467 10.663 1.776
H 9.827 9.532 1.631
H 9.011 10.140 0.170
F 1.562 0.076 -2.896
```

Mulliken population analysis, charges in e, atoms 1 to 99:
1. O -0.550
2. C 0.040
3. C -0.644
4. C 0.251
5. C 0.526
6. C -0.808
7. C -0.398
8. C -0.116
9. C -0.604
10. S 1.105
11. O -0.588
12. O -0.625
13. O -0.513
14. C -0.028
15. O -0.573
16. C 0.529
17. C -0.481
18. C -0.195
19. C 0.035
20. C -0.571
21. C 0.151
22. C 0.392
23. O -0.648
24. C 0.733
25. C -0.019
26. C -0.651
27. C -0.046
28. C 0.353
29. C -0.406
30. H 0.408
31. H 0.353
32. H 0.208
33. H 0.363
34. H 0.047
35. H 0.462
36. H 0.379
37. H -0.087
38. H 0.379
39. H 0.324
40. H 0.376
41. H 0.293
42. H 0.227
43. H 0.157
44. H 0.357
45. H 0.222
46. H 0.368
47. H 0.252
48. H -0.710
49. H 0.247
50. Mg 0.267
51. C -0.325
52. C 0.266
53. N -0.377
54. H -0.034
55. H 0.290
56. H 0.229
57. C 0.591
58. O -0.667
59. N -0.334
60. N -0.335
61. H 0.176
62. H 0.193
63. H 0.201
64. H 0.197
65. C -1.169
66. C -0.397
67. C -0.798
68. C -0.420
69. C -0.337
70. C -1.243
71. H 0.275
72. H 0.377
73. H 0.284
74. H 0.238
75. H 0.369
76. H 0.324
77. H 0.392
78. H 0.212
79. H 0.297
80. H 0.248
81. H 0.336
82. H 0.344
83. H 0.350
84. H 0.323
85. Cl -0.154
86. C -0.254
87. O -0.420
88. H 0.108
89. H 0.237
90. H 0.284
91. Mg 0.887
92. C 0.612
93. O -0.584
94. N -0.353
95. N -0.406
96. H 0.164
97. H 0.208
98. H 0.215
99. H 0.161